Molecular formula: C5H13NO2
Method: DFT, wB97M-V/def2-TZVPD

Structure (XYZ):
```
21
C5H13NO2 | the Open Molecules 2025 dataset | wB97M-V/def2-TZVPD
C -2.5069 1.0738 -0.4418
C -1.5770 0.3129 -1.4119
N -0.2598 -0.0834 -0.9118
C 0.8732 0.4050 -1.6835
C 0.0297 -0.6296 0.3239
C -1.0665 -0.9835 1.2642
O 1.2051 -0.7729 0.6583
H -2.7869 0.4795 0.4164
H -1.9799 1.9541 -0.1001
H -3.4632 1.3125 -0.8850
H -1.4280 0.9990 -2.2315
H -2.0924 -0.5403 -1.7437
H 1.6469 -0.3616 -1.7038
H 1.2373 1.3519 -1.2916
H 0.5888 0.5714 -2.7286
H -0.8351 -1.7497 1.9831
H -1.3695 -0.0887 1.7813
H -1.9826 -1.2782 0.7475
O 5.0543 -0.5885 2.9989
H 6.0147 -0.6495 2.8374
H 4.6976 -0.7340 2.1225
```

Strongest force on any atom, eV/A: 1.65
E_LUMO, eV: 0.85
Electronic energy, eV: -10980.776
M, Da: 119.16
Highest occupied orbital energy, eV: -9.16
SMILES string: CCN(C)C(C)=O.O
ΔE to the lowest compared entry with this formula, charge and spin, kcal per mole: 25.4